# 1
Entry from the Open Molecules 2025 dataset: C47H40BrN5O5SSc as an isolated structure at a distorted geometry (ωB97M-V/def2-TZVPD).

Each line ends with the Mulliken charge.
Element x y z (Å)
Sc  0.93  -1.23  -1.57  0.40
O  -2.64  -5.31  -0.47  -0.71
C  -3.43  -4.29  -0.81  0.69
C  -4.81  -4.47  -0.71  -0.76
C  -5.68  -3.47  -1.10  -0.41
C  -5.20  -2.26  -1.58  -0.52
C  -3.83  -2.05  -1.64  -0.27
C  -2.93  -3.05  -1.26  0.26
C  -1.47  -2.77  -1.40  0.81
O  -1.08  -1.57  -1.69  -0.92
N  -0.68  -3.81  -1.29  -1.07
N  0.62  -3.46  -1.63  0.50
C  1.42  -4.40  -1.94  -0.84
C  2.69  -4.11  -2.59  0.56
C  3.66  -5.11  -2.68  -0.66
C  4.84  -4.91  -3.36  -0.61
C  5.03  -3.68  -4.02  -0.59
C  4.08  -2.69  -3.97  -0.14
C  2.88  -2.86  -3.24  0.42
O  2.00  -1.90  -3.19  -0.79
H  -1.71  -5.03  -0.70  0.59
H  -5.17  -5.43  -0.35  0.44
H  -6.75  -3.64  -1.03  0.37
H  -5.88  -1.47  -1.89  0.39
H  -3.42  -1.11  -1.99  0.39
H  1.11  -5.43  -1.81  0.38
H  3.48  -6.06  -2.18  0.38
H  5.60  -5.68  -3.41  0.39
H  5.95  -3.51  -4.57  0.38
H  4.22  -1.74  -4.47  0.51
O  4.60  3.32  -1.72  -0.70
C  4.16  2.85  -2.94  0.40
C  4.85  3.28  -4.06  -0.66
C  4.47  2.82  -5.31  -0.29
C  3.42  1.91  -5.44  -0.99
C  2.74  1.49  -4.30  -0.18
C  3.08  1.98  -3.04  0.54
C  2.32  1.53  -1.81  -0.74
O  1.44  0.56  -2.03  -0.62
N  1.65  2.76  -1.22  0.38
N  0.50  2.67  -0.61  -0.36
C  0.04  3.68  0.04  -0.64
C  -1.27  3.64  0.70  0.42
Br  -2.52  2.42  -0.05  -0.13
C  -1.71  4.41  1.69  -0.89
C  -0.92  5.37  2.49  0.56
C  -1.56  6.50  3.02  -0.43
C  -0.87  7.43  3.78  -0.49
C  0.48  7.25  4.05  -0.42
C  1.13  6.12  3.55  -0.54
C  0.44  5.19  2.79  -0.47
H  4.31  2.71  -1.02  0.36
H  5.68  3.97  -3.94  0.42
H  5.00  3.15  -6.19  0.36
H  3.14  1.52  -6.41  0.41
H  1.93  0.77  -4.35  0.40
H  3.07  1.22  -1.06  0.28
H  2.20  3.61  -1.12  0.40
H  0.61  4.61  0.13  0.56
H  -2.77  4.36  1.94  0.26
H  -2.62  6.64  2.82  0.38
H  -1.39  8.29  4.17  0.36
H  1.03  7.97  4.64  0.36
H  2.18  5.95  3.78  0.38
H  0.94  4.29  2.46  0.58
C  -5.60  -1.30  2.84  -1.76
C  -4.70  -0.10  2.53  2.63
C  -5.15  1.11  3.37  -1.90
C  -4.86  0.26  1.06  -1.22
C  -3.25  -0.47  2.85  -0.16
C  -2.87  -0.58  4.20  -0.45
C  -1.58  -0.91  4.58  -1.37
C  -0.65  -1.14  3.57  1.12
S  1.02  -1.50  3.73  -0.51
C  1.16  -1.55  1.97  0.75
N  0.06  -1.30  1.33  0.53
C  -0.99  -1.05  2.22  -2.51
C  -2.30  -0.72  1.87  1.03
C  2.48  -1.74  1.34  0.56
C  3.58  -2.11  2.11  -0.77
C  4.84  -2.19  1.55  -0.95
C  4.99  -1.87  0.20  -1.09
C  3.88  -1.52  -0.55  -0.22
C  2.58  -1.48  -0.03  0.76
H  -6.65  -1.05  2.67  0.42
H  -5.49  -1.62  3.88  0.39
H  -5.34  -2.15  2.20  0.30
H  -6.10  1.49  2.98  0.46
H  -4.41  1.91  3.32  0.33
H  -5.30  0.85  4.42  0.38
H  -5.90  0.54  0.86  0.60
H  -4.61  -0.58  0.41  0.23
H  -4.22  1.11  0.78  -0.52
H  -3.60  -0.39  4.98  0.35
H  -1.31  -0.98  5.62  0.38
H  -2.55  -0.66  0.81  0.74
H  3.46  -2.34  3.17  0.41
H  5.70  -2.49  2.14  0.36
H  5.97  -1.91  -0.26  0.45
H  4.04  -1.28  -1.60  0.47

Maximum force = 1.140 eV/A
Energy relative to the best compared isomer or geometry (same formula, charge and spin) = 1.159 eV
Spin multiplicity = 1
HOMO energy = -5.3 eV
Total charge = -1

# 2
Entry from the Open Molecules 2025 dataset: the molecule C5H8O3 at a distorted geometry (ωB97M-V/def2-TZVPD).

Each line ends with the Mulliken charge.
Element x y z (Å)
C  1.84  -0.29  -0.04  0.73
C  0.25  1.52  -0.27  -0.51
C  -0.65  0.70  0.82  -0.58
C  -1.27  -0.55  0.13  -0.37
C  -0.22  -1.40  -0.49  -0.54
H  0.65  2.51  0.05  0.28
H  -0.27  1.48  -1.16  0.38
H  -1.54  1.34  1.15  0.32
H  -0.01  0.52  1.72  0.34
H  -1.83  -1.25  0.87  0.28
H  -2.04  -0.24  -0.63  0.28
H  -0.31  -2.53  -0.65  0.33
H  0.00  -0.99  -1.53  0.30
O  2.89  -0.28  0.58  -0.57
O  1.44  0.82  -0.73  -0.34
O  1.07  -1.36  0.17  -0.33

Maximum force = 4.320 eV/A
SMILES = O=C1OCCCCO1
Energy relative to the best compared isomer or geometry (same formula, charge and spin) = 1.662 eV
Spin multiplicity = 1
HOMO energy = -10.2 eV

# 3
Entry from the Open Molecules 2025 dataset: a 2-piece molecular cluster, C4H12 overall at a distorted geometry (ωB97M-V/def2-TZVPD).

Each line ends with the Mulliken spin population.
Element x y z (Å)
C  0.21  -0.09  1.84  0.49
C  1.26  0.98  1.58  1.38
H  0.57  -1.02  1.23  -0.24
H  0.09  -0.26  2.84  -0.47
H  -0.68  -0.02  1.21  -0.03
H  1.05  1.98  1.79  -0.40
H  1.56  0.96  0.45  -0.09
H  2.26  0.89  2.09  -0.29
C  -0.11  -0.19  -1.89  1.76
C  -1.52  -0.62  -1.53  0.72
H  0.19  0.83  -1.44  -0.03
H  0.75  -0.77  -1.27  -0.31
H  0.14  -0.35  -2.94  -1.01
H  -1.53  -1.38  -0.67  -0.04
H  -2.10  -1.12  -2.26  -0.22
H  -2.14  0.20  -1.04  -0.22

Maximum force = 5.095 eV/A
Energy relative to the best compared isomer or geometry (same formula, charge and spin) = 1.377 eV
Spin multiplicity = 2
HOMO energy (alpha / beta) = 1.5 / -6.9 eV
<S²> = 0.750
Total charge = -1

# 4
Entry from the Open Molecules 2025 dataset: a 2-piece molecular cluster, C5H9NOS overall at a distorted geometry (ωB97M-V/def2-TZVPD).

Each line ends with the Mulliken charge.
Element x y z (Å)
C  0.04  1.64  1.54  -1.13
C  -0.10  0.91  0.28  0.83
C  0.79  1.09  -0.92  -1.10
C  -0.62  -1.61  -0.56  -1.04
C  -0.64  -1.15  0.82  0.37
N  0.47  -1.07  1.53  -0.31
O  0.35  -0.79  2.78  -0.48
S  -1.52  1.90  0.49  -0.18
H  -0.10  1.16  2.41  0.34
H  0.62  2.49  1.81  0.33
H  1.09  2.09  -1.03  0.46
H  0.26  0.57  -1.71  0.31
H  1.83  0.53  -0.71  0.25
H  -0.71  -0.91  -1.32  0.17
H  -1.43  -2.36  -0.74  0.36
H  0.35  -2.32  -0.66  0.28
H  -1.57  -0.97  1.34  0.53

Maximum force = 5.851 eV/A
Energy relative to the best compared isomer or geometry (same formula, charge and spin) = 6.658 eV
Spin multiplicity = 1
HOMO energy (alpha / beta) = -8.7 / -8.7 eV

# 5
Entry from the Open Molecules 2025 dataset: the molecule C19H21ClN4O3 (ωB97M-V/def2-TZVPD).

Each line ends with the Mulliken charge.
Element x y z (Å)
C  4.32  -4.09  -0.46  -0.90
H  4.66  -5.09  -0.74  0.25
O  3.24  -3.81  -1.31  -0.48
C  2.60  -2.61  -1.18  0.80
C  2.94  -1.62  -0.27  -0.69
C  2.22  -0.43  -0.23  -0.88
C  1.16  -0.21  -1.09  0.32
C  0.81  -1.20  -2.01  -0.42
C  1.53  -2.38  -2.05  0.23
Cl  1.10  -3.60  -3.19  -0.22
H  -0.01  -1.04  -2.69  0.64
N  0.46  1.00  -0.98  0.04
C  -0.69  1.37  -1.59  0.50
O  -1.28  0.74  -2.45  -0.63
C  -1.24  2.69  -1.02  -0.82
N  -1.35  2.58  0.41  0.27
C  -2.06  1.61  1.10  0.27
N  -1.85  1.63  2.39  -0.66
C  -0.95  2.64  2.60  0.38
C  -0.37  3.09  3.78  -0.78
C  0.54  4.13  3.70  -0.44
C  0.87  4.71  2.48  -0.75
C  0.30  4.28  1.29  -0.86
C  -0.61  3.25  1.37  0.90
H  0.56  4.75  0.35  0.36
H  1.59  5.52  2.46  0.39
H  1.01  4.49  4.60  0.38
H  -0.63  2.63  4.72  0.47
N  -2.92  0.78  0.45  -0.13
H  -2.85  0.76  -0.56  0.31
C  -3.31  -0.47  1.05  -1.10
H  -3.27  -0.34  2.14  0.33
H  -4.34  -0.68  0.75  0.46
C  -2.40  -1.64  0.62  0.66
C  -1.06  -1.61  1.35  -1.13
H  -0.60  -0.63  1.27  0.16
H  -1.23  -1.83  2.40  0.43
H  -0.39  -2.36  0.93  0.27
H  -2.22  -1.55  -0.47  0.12
O  -3.00  -2.88  0.90  -0.57
H  -3.83  -2.96  0.42  0.35
H  -2.22  2.89  -1.47  0.27
H  -0.57  3.51  -1.26  0.39
H  0.82  1.62  -0.27  0.05
H  2.50  0.32  0.50  0.41
H  3.76  -1.76  0.41  0.36
H  5.14  -3.38  -0.60  0.35
H  4.01  -4.09  0.59  0.35

Maximum force = 0.647 eV/A
SMILES = COc1ccc(NC(=O)Cn2c(NC[C@@H](C)O)nc3ccccc32)cc1Cl
Energy relative to the best compared isomer or geometry (same formula, charge and spin) = 0.000 eV
Spin multiplicity = 1
HOMO energy = -7.9 eV

# 6
Entry from the Open Molecules 2025 dataset: C6H6Cl2EuInN2O3S as an isolated structure at a distorted geometry (ωB97M-V/def2-TZVPD).

Each line ends with the Mulliken spin population.
Element x y z (Å)
Eu  -0.56  -0.50  -4.12  6.06
In  0.05  -0.18  -1.24  0.01
Cl  -1.21  -1.94  -2.30  -0.04
Cl  -1.11  1.49  -2.81  -0.03
C  1.08  1.40  -0.52  0.00
C  0.00  -2.10  -5.22  -0.01
C  0.09  0.64  -5.66  -0.02
O  1.68  2.32  -0.08  0.00
O  0.32  -3.05  -5.83  0.02
O  0.45  1.33  -6.54  0.02
S  -1.38  -1.16  0.43  0.00
C  -0.57  -0.41  1.83  0.00
N  0.63  -0.64  2.16  0.00
C  0.99  0.07  3.39  0.00
C  -0.37  0.72  3.78  0.00
N  -1.21  0.34  2.64  0.00
H  1.39  -1.23  1.64  0.00
H  1.73  0.82  3.16  0.00
H  1.32  -0.62  4.16  0.00
H  -0.28  1.79  3.86  0.00
H  -0.77  0.27  4.68  0.00
H  -2.25  0.64  2.61  0.00

Maximum force = 17.845 eV/A
Spin multiplicity = 7
HOMO energy (alpha / beta) = -22.4 / -22.4 eV
<S²> = 12.025
Total charge = +4

# 7
Entry from the Open Molecules 2025 dataset: a 2-piece molecular cluster, CH3N2O2 overall at a distorted geometry (ωB97M-V/def2-TZVPD).

Each line ends with the Mulliken spin population.
Element x y z (Å)
C  0.95  -0.23  0.92  0.95
N  -0.84  -0.83  -0.19  0.96
N  -1.02  0.17  -0.92  -0.10
O  -2.13  0.11  -1.56  0.13
O  -0.33  1.22  -1.01  0.04
H  1.45  0.11  0.02  0.01
H  1.46  -1.10  1.26  -0.02
H  0.46  0.54  1.48  0.02

Maximum force = 3.628 eV/A
Energy relative to the best compared isomer or geometry (same formula, charge and spin) = 4.727 eV
Spin multiplicity = 3
HOMO energy (alpha / beta) = -2.0 / -4.0 eV
<S²> = 2.019
Total charge = -1

# 8
Entry from the Open Molecules 2025 dataset: the molecule C6H9NO2 (ωB97M-V/def2-TZVPD).

Each line ends with the Mulliken charge.
Element x y z (Å)
C  -2.52  -0.61  -0.21  -1.25
C  -1.30  0.21  -0.06  0.42
C  0.77  1.04  -0.27  0.02
C  2.16  0.39  -0.06  -0.67
C  1.39  -0.94  -0.40  -0.62
C  0.13  -0.24  0.17  0.57
H  -3.42  0.01  -0.19  0.37
H  -2.50  -1.17  -1.16  0.29
H  -2.58  -1.34  0.61  0.29
H  0.64  1.11  -1.37  0.29
H  2.95  0.72  -0.74  0.34
H  2.51  0.38  0.97  0.26
H  1.70  -1.83  0.14  0.33
H  1.34  -1.15  -1.48  0.27
H  -0.09  0.35  2.03  0.44
N  -1.37  1.48  0.13  -0.47
O  -0.05  2.04  0.32  -0.31
O  0.25  -0.45  1.58  -0.56

Maximum force = 0.439 eV/A
SMILES = CC1=NO[C@H]2CC[C@]12O
Energy relative to the best compared isomer or geometry (same formula, charge and spin) = 4.016 eV
Spin multiplicity = 1
HOMO energy = -9.6 eV